Record 1
Formula: C31H88O21
Source: OMol25
Level of theory: ωB97M-V/def2-TZVPD

Structure (XYZ):
```
140
Properties=species:S:1:pos:R:3:forces:R:3
O -1.61603 -1.78107 -3.70569 0.01 0.19 -0.58
O 0.51971 0.73900 -5.23742 0.27 -0.12 -0.45
O -0.21593 -1.02990 -1.14722 -0.30 -0.39 -0.47
O 2.00994 1.89806 1.91201 0.07 -0.17 0.08
O 3.17074 -1.30786 -0.98971 0.64 0.73 1.03
O -3.96329 0.40958 2.28654 0.26 -0.18 -0.44
O -3.62629 3.67146 -3.35233 0.62 0.73 0.61
O 1.96113 -3.27181 -2.60892 0.04 -0.89 -0.18
O -2.04557 -2.57155 1.16558 -0.29 -0.65 -0.38
O -0.41978 1.27987 0.70234 -0.47 0.55 0.17
O 0.90444 -2.19241 -4.86197 -0.29 1.13 -0.73
O -1.20222 -1.40521 5.60071 1.08 -0.34 -0.48
O -0.40905 4.58260 -3.14485 0.39 -0.13 -0.39
O -1.43441 0.96910 3.69502 -0.48 -0.35 0.43
O 4.04058 -2.47080 3.55419 0.48 0.19 1.32
O 4.75660 1.93567 3.20524 -0.68 -0.08 -0.14
O -6.36716 2.11792 2.88992 0.44 -0.41 -0.01
O 4.80393 -2.30499 1.17062 -0.32 0.37 -0.73
O -1.83465 3.59862 2.58492 -0.70 0.33 -0.92
O -1.05745 0.98338 -2.90407 -1.14 -0.90 -0.43
O -0.65169 -3.76433 -1.25733 -1.20 1.01 -0.41
C 0.68790 4.56077 -1.06207 -0.80 -0.56 1.42
C -2.14268 -3.75848 1.98787 1.63 -0.08 -1.63
C 3.29561 -3.28372 2.70191 -0.47 0.58 1.08
C 0.52492 -4.45970 -1.08976 1.34 0.21 0.43
C -2.40845 0.38906 -3.03254 -0.39 1.18 -0.56
C 1.26229 -1.41812 -6.04792 0.79 -0.89 0.35
C 2.46620 0.36990 -2.56499 -0.51 -0.87 0.23
C 0.42635 -3.21170 5.68236 -0.36 1.08 0.00
C 3.25355 1.50115 1.33381 -0.22 -1.07 -0.66
C 1.64885 0.03420 -5.78499 -0.61 -0.37 1.36
C -5.16490 2.42099 2.16777 -0.01 0.84 0.24
C -0.95000 3.25482 3.61102 2.74 0.01 -1.12
C -4.59032 4.99012 -1.54880 -0.80 -0.20 -0.67
C 4.05486 -3.48699 1.43818 1.17 -0.69 -0.35
C -2.52412 -0.71840 -4.07016 1.87 0.13 0.50
C 0.10770 -1.84884 5.07364 -1.17 0.80 -0.10
C 1.19133 -0.81538 5.39474 -1.38 -0.89 0.10
C -1.44827 2.15842 4.44939 -1.28 0.80 0.25
C 4.57933 -1.04536 -2.90380 -0.17 -0.43 0.83
C -2.67420 3.55149 -1.03751 0.86 -0.50 -1.38
C 0.79313 4.99163 -2.45693 0.17 -0.14 -1.88
C 1.37673 -4.54767 -2.33127 0.15 -0.54 0.16
C -3.90793 3.70418 -1.93823 -0.39 -0.71 0.58
C 4.19686 0.89179 2.37599 0.88 0.94 0.12
C -0.59489 -0.09583 1.04107 -0.67 -0.45 0.54
C -0.69810 -4.23903 2.23904 -0.14 -0.01 -0.66
C 2.01362 4.35914 -3.15205 -1.10 -0.33 0.29
C 3.62953 -0.36439 -1.93747 -0.44 0.24 -0.62
C 0.30912 -0.87169 0.15106 0.62 0.79 -0.22
C -3.01851 -4.81337 1.32144 -0.09 1.03 0.03
C -4.60986 1.31218 1.34419 0.51 -1.47 -0.11
H -0.32197 -0.21493 2.09692 -0.06 -0.27 -0.22
H 1.92261 0.54258 -6.71123 0.03 -0.12 0.09
H -0.26712 -4.82844 1.38713 -0.58 0.50 0.69
H -1.56830 -2.85419 0.35105 -0.45 0.17 0.47
H -4.36410 2.78127 2.82047 -0.16 0.18 0.11
H -0.06145 5.14383 -0.46440 0.50 -0.67 -0.60
H 3.11485 0.71873 0.53175 -0.08 0.78 0.65
H -2.79883 3.64356 0.05270 -0.41 -0.07 -0.49
H 5.44938 -1.33156 -2.27749 -0.25 -0.07 -0.79
H 4.12489 0.46157 -1.45436 0.80 -0.15 0.86
H -1.64451 -0.44050 0.89880 0.71 0.48 0.11
H 0.75457 -4.87697 -3.16048 -0.17 0.14 -0.23
H -1.07448 1.95334 -2.96213 -0.33 -0.29 -0.10
H -3.86937 1.60327 0.51797 -1.17 -0.12 1.17
H -2.49320 2.41478 4.75516 0.64 -0.32 0.14
H 2.14471 4.65897 -4.19802 -0.29 -0.11 0.12
H 2.85949 1.14019 -3.21396 -0.22 0.13 -0.44
H -0.80252 2.16275 5.32491 -0.03 -0.75 0.16
H -4.03172 -4.36269 1.23793 0.45 -0.77 0.03
H -2.58919 -3.43684 2.88996 -0.38 0.41 1.12
H -2.31301 0.94089 3.27466 0.06 -0.49 -0.19
H 3.74654 0.15972 3.04142 -0.60 -0.16 -0.22
H 2.10316 -5.38025 -2.17725 0.09 0.80 -0.08
H 2.45425 0.07523 -5.03903 0.13 0.01 -0.56
H 2.10099 -1.20618 5.00389 1.06 -0.03 -0.27
H 0.47676 3.46840 -1.04826 -0.12 0.65 0.25
H -5.49555 0.79282 0.96403 0.27 -0.05 -0.58
H -2.62025 -5.00353 0.32895 -0.05 -0.05 -0.24
H 0.93784 0.12713 4.92317 0.11 0.28 0.10
H -2.17262 2.58933 -1.28541 -0.21 0.55 0.52
H 1.12285 -3.96562 -0.30030 0.09 -0.26 -0.10
H -0.02649 -1.97732 -4.59942 0.71 -0.25 -0.01
H 3.71338 2.39977 0.88345 0.14 -0.44 0.13
H 0.01235 -1.89078 3.96665 0.00 -0.28 0.48
H -2.00677 4.33666 -1.39713 0.23 -0.05 0.36
H 0.00539 2.89071 3.14263 -0.54 0.07 0.39
H -4.52976 2.81434 -1.80154 -0.32 0.22 0.05
H -1.36194 4.14729 1.93893 -0.24 -0.19 0.31
H -0.69342 -4.84476 3.12004 0.21 -0.62 0.58
H 4.08876 -1.94911 -3.32505 0.44 0.53 0.12
H 0.28417 -5.44865 -0.74064 -0.13 -0.55 0.10
H 0.58331 -1.83482 0.56477 -0.24 -0.31 -0.05
H 3.03711 -4.16462 3.28795 0.11 -0.43 -0.42
H -5.43772 3.21751 1.47313 -0.07 0.17 0.20
H 1.22324 -0.77198 6.47707 0.27 0.47 0.22
H 4.85479 -4.22979 1.54490 -0.44 -0.27 0.17
H 1.78775 -0.35309 -3.04002 0.19 0.36 -0.23
H -0.61376 4.09329 4.18770 -0.31 0.84 0.60
H 2.83094 -2.05547 -1.47983 -0.49 -0.69 -0.45
H -3.48418 -1.17140 -4.13964 -1.17 0.24 0.22
H 1.84530 -3.09580 -3.56322 -0.15 0.35 0.33
H 4.36761 -1.76835 0.48734 -0.24 -0.23 -0.08
H 1.36536 -3.52190 5.23106 -0.02 -0.50 0.03
H -3.82866 5.74733 -1.68309 -0.01 0.62 0.04
H 5.06957 0.39511 1.91130 -0.46 0.33 -0.07
H 2.08230 -2.00749 -6.53045 -0.56 0.67 0.29
H -2.14683 -2.51421 -3.38850 0.20 -0.23 0.15
H -3.21311 4.53155 -3.57677 -0.14 -0.71 0.10
H 0.27336 0.38104 -4.36801 0.16 0.17 -0.16
H -0.29170 -0.18032 -1.62816 0.04 -0.29 0.33
H -4.87848 4.96270 -0.49888 -0.11 0.11 -0.02
H 3.37402 -3.82032 0.65559 0.13 0.26 -0.42
H -2.70098 0.01715 -2.06808 0.10 -0.32 0.60
H -0.41071 -3.90247 5.52135 0.43 0.00 0.01
H -0.42965 -2.83830 -1.49246 -0.08 0.01 -0.02
H 3.97817 2.41293 3.53630 0.41 -0.07 0.06
H 1.64104 4.69758 -0.60082 0.70 0.13 0.60
H 4.85167 -0.35013 -3.68200 0.35 0.05 -0.38
H 1.89909 0.83840 -1.76445 -0.10 0.23 0.10
H -2.27741 -0.33915 -5.06111 0.29 -0.03 -0.04
H -3.16923 1.14039 -3.31468 0.60 0.11 0.13
H 1.23386 -0.30266 0.07323 0.29 -0.09 0.14
H -0.03823 -3.38317 2.42874 -0.22 -0.16 -0.06
H 0.87233 6.05789 -2.56370 0.01 0.76 0.18
H -6.22209 1.47860 3.61455 0.31 0.45 -0.68
H -1.43340 -0.59968 5.10845 0.13 -0.22 0.03
H 2.36933 -2.75398 2.52541 -0.73 0.10 -0.52
H -0.09192 4.39458 -4.03682 -0.51 -0.02 -0.10
H 4.54970 -1.88106 2.98841 0.15 0.06 -0.15
H -3.75999 -0.44915 1.86612 -0.12 0.53 0.17
H -0.94149 1.77037 1.36078 0.06 0.08 -0.25
H 2.89243 4.65619 -2.62782 0.82 0.12 0.41
H 1.23413 1.63283 1.36962 0.50 0.09 0.10
H 0.58621 -3.05171 6.75992 -0.09 -0.27 -0.27
H 1.87242 3.27377 -3.04944 0.33 0.15 -0.33
H -2.97534 -5.74331 1.87840 -0.40 -0.11 0.17
H 0.41850 -1.37409 -6.70607 -0.59 -0.26 -0.55
H -5.46821 5.20786 -2.19708 0.55 -0.08 0.52
```
Forces are in eV/Å.

Values from the calculation:
Frontier orbital gap in Eh: 0.36015
Total charge: 0
Molecular weight in g mol⁻¹: 797.0
Energy above the lowest of the compared OMol25 structures with the same formula, charge and spin in kJ/mol: 0.00

***

Record 2
Formula: C31H89N13O10
Source: OMol25
Level of theory: ωB97M-V/def2-TZVPD

Structure (XYZ):
```
143
Properties=species:S:1:pos:R:3:forces:R:3
O -6.53688 -2.61066 1.85281 -0.87 0.45 -0.26
O -3.81807 -3.50033 -2.73111 0.07 0.19 0.49
O 4.92163 0.99269 -0.36934 0.05 -0.17 -0.50
O 3.76715 1.42235 3.32750 -0.61 -1.40 1.73
O 0.41482 -1.68149 0.99707 -0.32 1.57 0.44
O -3.18143 5.50542 -3.37736 0.90 -1.09 0.55
O 4.51377 3.84382 -4.49792 3.12 1.92 -0.40
O 2.53204 -5.42478 1.13106 1.61 -1.19 0.56
O -3.50581 2.35686 6.14284 -1.03 -0.04 -0.94
O 0.15087 0.20280 -5.26264 0.29 0.69 1.94
N 0.16557 0.30832 -7.52643 0.64 1.95 -0.53
N -0.90309 -0.33605 -2.14880 -2.58 0.32 0.21
N 2.92105 -6.09205 -1.70905 0.06 -0.03 1.23
N 6.73582 2.95946 0.54862 -1.70 0.65 -0.88
N -0.49410 3.28149 -4.29165 1.93 -1.41 0.37
N -5.23200 -2.45383 -4.04672 -2.02 -0.54 -0.60
N -0.20592 -1.58303 -6.60197 -0.61 -4.53 0.90
N -3.40745 -1.36068 -3.29157 1.35 1.52 0.51
N 3.04145 2.25440 -4.83209 -0.08 -4.75 -3.92
N 3.38866 1.01291 6.24041 0.29 -0.79 1.07
N -5.18640 -4.37892 -0.16175 -0.74 -0.06 0.60
N -3.50785 -0.93049 4.35469 -0.67 0.88 1.46
N 2.53985 3.73687 -3.45740 -1.29 3.24 3.66
C -1.81917 3.64561 -3.99892 -1.02 0.19 -0.57
C -1.79922 5.11306 -3.64655 -2.14 0.15 0.21
C 0.06832 -0.34060 -6.34484 -0.21 1.50 -2.06
C -3.47046 6.86403 -3.23796 0.08 -0.02 -0.47
C -3.54948 2.45256 7.53943 0.40 -1.67 -0.44
C 4.61622 -0.25834 -1.08974 -0.22 1.88 -0.87
C -4.13568 1.18522 5.56163 0.73 1.12 -0.62
C -7.30135 -3.74517 2.31756 1.72 0.47 -0.66
C -4.64677 -4.06938 1.12827 2.27 0.02 0.60
C -3.14274 0.05528 5.42224 1.67 -0.60 -0.98
C 2.80849 -3.74656 -2.25167 1.32 0.03 -0.12
C -3.06869 -4.14380 1.06234 -0.93 0.31 0.38
C 0.88472 0.71858 -1.16188 1.76 -0.18 -0.39
C 0.16307 -1.68294 2.39077 0.63 -0.74 0.36
C 4.78990 0.68154 2.70555 0.26 0.79 -0.81
C 5.42837 3.40531 -0.03626 -0.69 -0.30 0.15
C -2.36821 2.68536 -2.95425 -0.30 0.39 0.31
C -0.44498 -0.78135 0.30328 -1.41 -1.59 -2.20
C 0.07585 -0.52692 -1.12631 0.30 -0.51 0.17
C 2.30737 0.87182 5.26050 1.16 1.48 0.63
C 4.77725 2.34847 -1.02816 1.00 -1.74 1.28
C 1.61010 2.22606 5.18425 0.01 -0.65 -0.24
C -4.14638 -2.45232 -3.30695 1.69 -0.85 0.26
C 5.54561 4.79377 -0.67791 0.34 -1.07 -0.75
C 2.25118 -4.44186 0.17480 -0.49 -1.42 -0.95
C 3.07937 -4.77062 -1.12257 -0.76 1.79 -0.24
C 2.83494 0.43538 3.92577 -0.20 1.29 -1.39
C -1.66869 0.54865 5.11778 -0.97 -0.22 0.41
C 3.46224 3.33609 -4.28073 -0.89 -0.53 0.29
C -5.13420 -2.69049 1.71765 0.61 -2.29 0.85
C 2.22806 -5.16416 2.47755 0.12 -0.29 -0.72
H 3.44259 -2.87396 -2.09484 -0.45 0.43 0.19
H -0.35223 -2.57444 2.74825 -0.41 -0.36 -0.45
H -5.99168 -3.76939 -0.17233 -0.23 -0.03 -1.32
H -3.13804 -0.54300 6.33336 0.19 0.12 0.24
H -0.25734 -1.96470 -7.53566 0.01 0.31 -0.15
H -3.75324 -0.46317 3.49358 0.34 -0.13 -0.23
H -2.56186 -4.13068 2.02726 -0.32 0.77 0.39
H 5.18078 -1.13360 -0.76830 0.14 0.45 0.77
H 4.11300 -4.62743 -0.80761 0.26 -0.20 -0.12
H -4.52513 -4.22940 -0.91039 -0.24 0.49 -0.39
H 5.35079 2.32427 -1.95476 -0.17 0.05 -0.27
H 3.55177 2.00132 -5.66613 -0.26 -0.50 0.15
H 4.55371 5.22014 -0.82774 0.13 0.31 0.26
H -3.23775 1.45406 7.84590 0.32 0.02 1.03
H 3.25137 -4.15663 -3.15931 0.00 -0.27 -0.12
H 7.31978 2.90353 -0.27356 0.64 -0.29 -0.02
H 4.85205 -0.16888 -2.15016 0.24 0.30 -0.20
H -4.39480 1.57513 4.57729 -0.19 -0.32 -0.22
H -3.53484 -0.52615 -3.84605 -0.34 -0.41 -0.09
H -1.26660 0.59333 -1.99320 -0.62 0.05 -0.24
H -6.87910 -4.20569 3.21072 -0.06 0.38 0.51
H -1.47113 5.76591 -4.45540 0.35 -0.25 -0.31
H -4.69902 -2.66772 2.71675 0.19 0.22 0.31
H 4.70619 3.53331 0.77008 0.14 -0.32 0.39
H -0.63737 2.39732 -4.75836 1.27 -0.42 -0.44
H 0.03144 -0.16888 -8.40643 -0.04 0.08 0.01
H 3.93560 0.16827 6.32715 -0.19 -0.38 0.04
H -4.76405 -1.82105 1.17436 -0.29 -0.09 -0.35
H -5.58883 -3.39120 -3.92791 -0.96 0.33 -0.95
H -4.91123 -4.87273 1.81588 -0.39 0.12 0.45
H 2.61265 -6.02184 3.02945 -0.14 0.07 0.13
H -8.30744 -3.35626 2.47457 0.10 -0.39 -0.13
H -0.24108 -2.30018 -5.89166 -0.04 0.40 0.23
H 5.48109 1.40948 2.28079 -0.08 -0.11 0.05
H 0.66214 2.09009 4.66370 -0.03 0.29 -0.04
H -5.52251 -1.72358 -4.68109 -0.04 -0.49 0.16
H 2.44133 -3.45707 0.60158 -0.13 0.30 -0.44
H -3.31117 3.09211 -2.58889 0.07 -0.13 0.38
H 2.23364 1.70669 -4.57218 0.02 0.22 -0.20
H -1.39715 -1.29871 0.18577 -0.38 -0.17 -0.02
H 1.14119 -1.76172 2.86531 0.02 0.42 0.26
H -2.58405 1.69876 -3.36432 0.01 0.08 -0.44
H 3.54821 -0.47607 -1.09676 -0.11 0.00 0.48
H 2.19861 -6.10573 -2.41475 -0.23 0.05 0.13
H 6.24960 5.41769 -0.12725 -0.45 0.12 0.25
H -0.51039 -0.27138 -3.07708 0.53 -0.23 -0.30
H 1.43194 2.50729 6.22217 -0.05 0.47 -0.21
H 2.74306 -4.26810 2.82388 -0.14 0.27 0.15
H -1.61808 1.12606 4.19467 -0.24 -0.12 -0.21
H 5.96937 4.67439 -1.67504 0.09 0.09 -0.24
H 0.26768 1.61536 -1.10579 -0.07 -0.03 0.22
H -2.40107 3.40232 -4.88790 -0.68 0.87 -0.22
H 0.26912 1.31296 -7.53465 -0.06 -0.17 0.00
H 5.36092 0.03934 3.37609 -0.13 -0.14 0.30
H -5.05095 0.82940 6.03467 -0.05 0.34 0.40
H 2.00253 0.45720 3.22240 -0.16 -0.69 -0.16
H 0.55149 -1.39823 -1.57651 1.00 -0.24 1.10
H -2.80342 3.19389 7.82563 -0.43 0.07 0.27
H 1.79941 -3.46013 -2.54799 -0.20 -0.14 0.67
H 2.64909 -6.66360 -0.92199 -0.13 -0.79 -0.22
H 1.55790 0.20650 5.68916 0.24 -0.59 -0.26
H -0.41787 -0.84565 2.77749 0.27 0.35 -0.29
H 3.33145 -0.53423 3.96349 -0.15 -0.09 0.03
H -2.72700 -1.56543 4.26968 -0.14 -0.03 -0.54
H -2.76841 -3.30753 0.43101 0.53 -0.18 -0.05
H -1.10073 -0.37321 4.99252 0.33 0.13 0.00
H -0.74591 0.18536 0.70706 0.84 0.14 0.97
H 4.10195 1.71601 6.11010 -0.51 0.50 -0.71
H 6.51933 2.01232 0.82459 0.51 -0.39 -0.02
H -2.66778 -5.09584 0.71448 -0.56 -0.01 -0.82
H 3.70820 2.48367 -1.19232 0.10 0.38 -0.15
H 1.14621 -5.09867 2.59329 -0.17 0.23 0.34
H -3.58940 7.20436 -2.20930 0.49 -0.08 0.29
H 1.63428 3.30031 -3.36013 0.01 0.22 0.16
H -4.44441 7.03935 -3.69490 0.02 0.06 -0.27
H -4.56309 2.57211 7.92204 -0.04 0.62 0.11
H 1.68191 0.73959 -0.41882 0.16 0.21 0.02
H -1.08189 5.17931 -2.82853 -0.27 0.55 0.58
H -2.51133 -1.41971 -2.82942 0.15 0.18 0.21
H 4.35586 0.11455 1.88199 0.25 -0.27 -0.06
H 1.20764 -4.68400 -0.02642 -0.56 1.21 -0.51
H -1.18927 1.18399 5.86250 -0.22 -0.21 0.30
H -2.69657 7.41568 -3.77168 -0.11 0.59 0.11
H -1.63222 2.48871 -2.17468 -0.12 0.53 0.31
H -7.17372 -4.52664 1.56848 -0.84 -0.15 -0.19
H 0.06604 3.91812 -4.84033 -0.36 0.04 -0.44
H 2.24582 2.91302 4.62563 -0.14 0.27 0.27
H 1.28821 0.64425 -2.17172 0.65 0.82 0.01
H 2.92546 4.39801 -2.79838 -0.88 0.10 0.26
```
Forces are in eV/Å.

Values from the calculation:
Expectation value of S²: 0.75
2S+1: 2
Frontier orbital gap (spin up / spin down) in Eh: 0.06863 / 0.31905
Total charge: -1
Molecular weight in g mol⁻¹: 804.1
Energy above the lowest of the compared OMol25 structures with the same formula, charge and spin in kJ/mol: 126.94